This record from OMol25 describes a cluster of 13 separate species, C30H88N22O13 in total in a non-equilibrium geometry. The level of theory is ωB97M-V/def2-TZVPD.

```
153
Properties=species:S:1:pos:R:3:forces:R:3
C 4.93186 5.78307 2.42811 -0.35 -0.62 -0.57
C 4.24460 4.85392 1.38067 -0.59 0.78 0.56
C 4.29826 3.39002 1.82861 0.39 0.47 2.04
C 3.23770 3.11813 2.87840 -0.80 -0.16 -1.39
C 1.92921 3.23289 2.09217 0.18 0.27 0.62
C 1.63742 4.71111 1.68108 -0.70 -0.42 1.16
N 2.84325 5.27293 1.08643 0.26 -1.49 -0.95
O 2.69860 6.60081 0.61729 0.28 -0.63 0.97
C 0.49519 4.72219 0.66886 0.24 -0.67 -0.85
C 1.22086 5.47296 2.92828 0.28 1.28 0.62
C 5.02639 4.98730 0.09574 -0.55 -0.81 -0.11
H 4.82959 6.81985 2.10583 0.24 0.03 -0.01
H 5.97620 5.47532 2.37925 0.14 0.41 0.42
H 4.53955 5.70985 3.44233 0.04 -0.21 0.00
H 4.21022 2.69196 0.99786 0.13 -0.01 0.02
H 5.20577 3.24614 2.42311 0.68 -0.01 -0.93
H 3.25967 3.82671 3.70782 0.06 0.17 -0.14
H 3.29224 2.13339 3.34126 0.32 -0.05 -0.21
H 1.24770 2.73350 2.78682 -1.12 0.73 -0.51
H 1.94503 2.66327 1.16039 0.28 -0.33 0.13
H -0.37142 4.13395 0.97822 0.04 0.11 0.40
H 0.14537 5.69996 0.34172 0.23 0.13 0.25
H 0.89323 4.20480 -0.20907 -0.14 0.11 -0.20
H 2.10138 5.76760 3.50674 0.06 -0.32 0.19
H 0.78244 6.44237 2.67623 -0.25 -0.11 -0.17
H 0.53259 4.96683 3.60499 -0.06 -0.19 -0.22
H 4.48097 4.37669 -0.62659 -0.09 0.50 -0.39
H 5.97215 4.45175 0.18911 0.41 0.71 0.10
H 5.04155 6.04617 -0.15072 0.52 -0.20 -0.53
H 2.85170 7.10712 1.42826 -0.16 0.54 -0.21
C -5.27958 3.61883 -3.22536 2.07 -1.41 -1.86
C -4.42390 4.70464 -2.60426 -0.67 0.53 1.51
C -2.95342 4.30501 -2.27590 -1.76 -0.71 -0.77
O -2.34203 4.03545 -3.54434 -0.18 0.06 1.45
C -1.47074 2.90560 -3.58289 -0.95 1.17 -0.94
N -4.44473 5.91280 -3.38850 -0.36 0.30 -0.54
H -4.89065 3.51614 -4.24915 -0.19 0.23 -0.29
H -6.35606 3.63359 -3.36877 -0.01 0.65 0.80
H -4.93392 2.64204 -2.87571 -0.57 -0.02 0.66
H -4.93172 4.96305 -1.66704 0.39 -0.02 0.32
H -3.00511 3.41900 -1.63598 0.30 -0.24 -0.11
H -2.50817 5.10394 -1.67881 0.42 0.15 -0.35
H -0.46777 3.28709 -3.38199 0.25 -0.67 0.11
H -1.63042 2.62424 -4.62574 0.80 -0.53 0.01
H -1.81614 2.08255 -2.95586 0.21 0.09 0.24
H -3.81157 6.58421 -2.97332 0.02 0.15 -0.22
H -4.12395 5.69141 -4.32411 0.16 0.21 -0.02
C 1.41059 -4.35946 -4.15579 -1.80 0.29 0.69
C 2.01598 -4.78429 -2.82871 0.19 -0.52 0.20
C 1.56379 -6.17190 -2.28248 0.35 0.24 -2.57
O 0.18293 -6.40201 -2.42941 -0.48 -0.77 0.77
C -0.60796 -5.65641 -1.54416 0.61 1.13 0.89
N 3.45205 -4.78698 -2.97911 1.97 -0.08 1.05
H 1.64674 -4.98868 -5.01151 0.22 0.05 0.06
H 1.53033 -3.29373 -4.35520 0.97 -0.13 -0.15
H 0.32221 -4.35125 -4.02023 -0.14 -0.59 -0.22
H 1.75233 -4.03462 -2.07992 0.15 0.16 -0.04
H 2.07186 -6.42850 -1.34777 -0.70 0.28 0.56
H 1.99466 -6.87718 -3.00096 0.05 -0.14 0.01
H -0.22453 -5.67810 -0.51997 0.10 -0.26 0.09
H -1.65224 -5.95855 -1.47530 0.14 -0.48 -0.33
H -0.56416 -4.59750 -1.81324 -0.28 0.10 -0.04
H 3.87684 -5.60613 -3.40795 -0.87 -0.09 -0.92
H 3.92680 -4.91160 -2.08526 -0.33 0.71 0.36
C 0.22405 0.20607 -1.64116 1.22 0.82 0.72
C -0.00462 -1.30454 -1.37849 -0.76 1.93 0.26
C 0.70887 -1.75580 -0.12850 1.14 0.15 0.50
O 0.67673 -3.16689 0.01297 0.16 -0.17 0.00
C 1.71542 -3.66617 0.83432 0.52 0.08 0.06
N -1.47793 -1.43946 -1.13892 0.93 -2.16 -0.42
H 0.12860 0.56294 -2.66539 -0.39 -0.42 -0.08
H 1.18536 0.63008 -1.32055 0.67 -0.82 -0.34
H -0.34762 0.86729 -0.98589 -0.98 -0.51 -0.16
H 0.31187 -1.90330 -2.23475 0.17 0.03 0.04
H 0.30720 -1.29235 0.78081 -0.47 0.11 -0.07
H 1.74913 -1.40977 -0.12722 0.24 -0.14 -0.40
H 1.71735 -3.26183 1.84935 -0.39 0.06 0.07
H 2.71321 -3.44129 0.44190 0.00 0.28 -0.36
H 1.69486 -4.75323 0.89580 -0.53 0.01 -0.05
H -1.75822 -2.13877 -1.84530 -0.48 0.83 -0.22
H -1.43413 -2.14956 -0.40448 -0.68 0.38 0.64
C -5.71801 -0.61548 -2.73765 0.15 -3.44 -2.06
O -6.06149 -1.43300 -3.62417 0.68 0.86 0.14
N -4.44350 -0.48388 -2.27461 -0.94 1.26 0.85
N -6.61446 0.05573 -2.04156 -0.66 1.73 1.51
H -3.58449 -0.88196 -2.59692 -0.24 -0.46 -0.14
H -4.49997 0.08270 -1.44126 1.21 0.11 0.04
H -7.56081 0.22392 -2.32692 0.13 -0.48 -0.37
H -6.24481 0.66940 -1.32454 -0.43 0.26 0.02
C 2.05293 -1.25444 5.65979 -0.35 -1.38 -0.55
O 1.69055 -0.76498 4.55939 0.86 -0.62 1.90
N 3.24076 -1.08773 6.27810 -0.49 2.02 -2.04
N 1.38756 -2.25680 6.32341 -0.70 0.51 0.10
H 3.46875 -1.50328 7.15594 0.46 0.06 -0.05
H 3.81019 -0.51388 5.66889 1.12 -0.13 0.68
H 0.41864 -2.49167 6.18101 0.09 0.25 -0.03
H 1.74986 -2.31809 7.25465 -0.61 -0.72 0.37
C 2.80616 -5.02423 4.74328 -0.29 -2.65 -1.29
O 3.00388 -6.24102 4.82324 -0.01 1.04 0.46
N 1.61588 -4.52279 4.33525 -0.82 0.60 -0.05
N 3.75887 -4.09152 4.85216 1.01 0.96 0.55
H 0.81168 -5.10898 4.20153 0.20 -0.15 0.14
H 1.49523 -3.52722 4.35810 -0.31 -0.06 -0.11
H 3.54594 -3.14935 4.57400 0.40 0.07 0.00
H 4.71912 -4.38952 4.84704 -0.10 0.02 0.07
C 1.99487 0.59438 -6.56414 1.91 -1.59 0.53
O 2.85365 0.07649 -5.84530 -0.63 0.61 -0.12
N 0.93112 1.26350 -6.10655 -0.25 -0.03 0.36
N 2.04324 0.45212 -7.90655 -0.22 0.14 -0.46
H 0.42707 1.79713 -6.78957 -0.44 0.44 0.76
H 0.96489 1.37685 -5.10697 -0.59 0.55 -0.18
H 2.92872 0.15919 -8.27918 -0.23 0.03 -0.29
H 1.31857 0.89541 -8.44130 0.42 -0.14 -0.56
C -2.09649 0.33273 4.36553 1.30 -0.95 -1.79
O -2.85075 1.11895 3.80102 -0.34 0.41 0.34
N -2.49919 -0.83100 4.90591 -1.39 -0.72 1.00
N -0.74509 0.39346 4.22807 0.52 0.72 0.47
H -3.45014 -1.13424 4.77029 -0.03 0.25 0.03
H -1.89807 -1.55076 5.25982 0.31 0.26 -0.20
H -0.32587 1.18342 3.76670 -0.33 0.15 0.10
H -0.07115 -0.17058 4.74023 -0.41 0.04 -0.39
C -3.87228 -2.81271 1.60998 -1.55 -0.13 -0.54
O -4.30945 -3.41272 2.59433 1.08 0.12 -0.09
N -3.48525 -3.41285 0.44470 0.40 -1.22 1.02
N -3.91131 -1.47325 1.48471 0.26 0.04 0.34
H -3.31157 -2.95481 -0.43426 -0.05 -0.13 -0.03
H -3.19248 -4.36243 0.60611 -0.16 -0.06 -0.62
H -4.25462 -0.97034 2.28357 -0.07 0.49 -0.46
H -3.67646 -1.11126 0.57582 0.00 0.77 0.42
C 4.77308 -0.74180 2.75511 0.34 1.75 -0.34
O 5.00727 -0.77981 3.95353 0.17 -0.74 0.29
N 3.65038 -0.17857 2.25138 -1.29 -0.11 -0.17
N 5.67247 -0.98668 1.75932 0.21 -0.87 0.84
H 2.87961 -0.03217 2.89039 0.03 -0.28 0.04
H 3.40373 -0.43519 1.31044 -0.24 0.10 -0.02
H 5.45417 -0.60286 0.85908 0.57 -0.05 -0.11
H 6.60892 -1.14986 2.09016 0.08 0.04 -0.52
C -4.63661 1.72396 0.88231 -1.40 0.13 -1.39
O -5.38014 1.73263 -0.11450 0.30 0.17 0.38
N -5.05709 1.96643 2.12728 0.36 0.02 0.77
N -3.32944 1.44643 0.77179 1.02 -0.10 0.31
H -4.34879 1.86566 2.83988 -0.39 0.10 0.48
H -6.01762 2.13143 2.36300 0.01 -0.11 -0.27
H -2.88342 1.53354 -0.12386 -0.02 -0.17 0.03
H -2.78737 1.40225 1.62311 0.28 0.02 -0.20
C -3.37760 -4.04721 -3.43797 -0.62 0.31 -0.45
O -3.03379 -3.31183 -2.49400 -0.14 -0.85 -0.56
N -2.74796 -5.18929 -3.78754 1.41 -0.25 1.20
N -4.41329 -3.79864 -4.25069 -0.52 0.87 0.27
H -2.06195 -5.49767 -3.11295 -0.05 -0.22 -0.80
H -3.00665 -5.75309 -4.57222 -0.02 -0.08 0.10
H -4.58653 -4.44382 -4.99639 -0.38 0.15 -0.03
H -5.05965 -3.04110 -4.01678 0.02 0.17 -0.28
```
Forces are in eV/Å.

Properties
2S+1 ... 1
HOMO-LUMO gap ... 8.2 eV
E_tot ... -3378.79584 a.u.
Net charge ... 0